Entry 1:
# C2H13NO5

A 5-piece molecular cluster, C2H13NO5 overall (ωB97M-V/def2-TZVPD, OMol25).

Calculated values
HOMO-LUMO gap ... 10.1 eV
SMILES ... CNC=O.O.O.O.O

```
! RIJCOSX wB97M-V def2-TZVPD def2/J DEFGRID3
* xyz 0 1
C -0.79 -2.19 2.19
N -0.97 -1.77 0.74
C -2.16 -2.04 0.11
O -3.19 -2.13 0.73
H -0.51 -3.23 2.38
H -1.80 -2.32 2.66
H -0.18 -1.41 2.61
H 0.08 -1.70 0.34
H -2.06 -1.97 -1.07
O -1.18 1.15 1.78
H -1.17 1.48 2.59
H -1.69 0.29 1.66
O 1.18 0.87 0.59
H 1.11 1.64 0.16
H 0.45 0.68 1.17
O 0.90 -0.66 -1.69
H 1.52 -0.32 -2.38
H 1.01 0.05 -1.16
O 3.16 4.75 -4.79
H 3.91 4.38 -4.27
H 2.38 4.45 -4.34
*
```

Per-atom natural (NBO) charges, elementary charge units: C -0.46; N -0.69; C 0.53; O -0.61; H 0.21; H 0.23; H 0.20; H 0.44; H 0.13; O -0.96; H 0.47; H 0.51; O -0.98; H 0.46; H 0.50; O -0.94; H 0.46; H 0.47; O -0.94; H 0.47; H 0.47



Entry 2:
# C2H14N2O3

A 4-piece molecular cluster, C2H14N2O3 overall (ωB97M-V/def2-TZVPD, OMol25).

Calculated values
HOMO-LUMO gap ... 11.0 eV
SMILES ... NCCN.O.O.O

```
! RIJCOSX wB97M-V def2-TZVPD def2/J DEFGRID3
* xyz 0 1
N -1.05 -3.00 1.22
C 0.11 -2.14 0.84
C -0.23 -1.14 -0.23
N 0.87 -0.11 -0.35
H -0.72 -3.96 1.32
H -1.08 -2.80 2.22
H 0.47 -1.58 1.71
H 0.94 -2.73 0.41
H -1.18 -0.62 -0.08
H -0.35 -1.60 -1.22
H 0.87 0.38 -1.24
H 1.62 -0.76 -0.58
O 2.08 0.82 2.04
H 2.88 0.28 2.04
H 1.55 0.52 1.28
O -5.36 3.74 -3.34
H -4.61 4.24 -3.03
H -5.31 2.92 -2.86
O 3.07 2.75 -0.29
H 2.58 3.00 0.49
H 2.88 1.80 -0.33
*
```

Per-atom natural (NBO) charges, elementary charge units: N -0.81; C -0.25; C -0.22; N -0.86; H 0.35; H 0.35; H 0.19; H 0.18; H 0.20; H 0.17; H 0.37; H 0.34; O -0.99; H 0.46; H 0.49; O -0.93; H 0.47; H 0.47; O -0.94; H 0.48; H 0.46



Entry 3:
# C2H14N2O4

A 5-piece molecular cluster, C2H14N2O4 overall (ωB97M-V/def2-TZVPD, OMol25).

Calculated values
HOMO-LUMO gap ... 4.3 eV

```
! RIJCOSX wB97M-V def2-TZVPD def2/J DEFGRID3
* xyz 0 1
C -0.78 0.15 1.15
N -1.31 -0.18 -0.15
C -0.49 -1.22 -0.85
N 0.85 -0.81 -0.93
H -1.48 0.45 1.93
H -0.22 -0.77 1.40
H -0.09 1.01 1.09
H -1.43 0.67 -0.72
H -1.06 -1.40 -1.78
H -0.51 -2.08 -0.18
H 2.44 1.13 3.39
H 1.61 -0.19 2.79
O 1.60 0.73 3.15
H -1.85 1.03 -3.80
H 1.24 -2.13 2.30
O 1.41 -1.42 1.66
H 1.16 0.16 -1.11
H -0.81 1.00 -2.66
O -1.58 0.49 -3.05
H 1.35 -1.21 -0.12
H -0.13 2.73 -1.88
O 0.08 1.82 -1.63
*
```

Per-atom natural (NBO) charges, elementary charge units: C -0.49; N -0.24; C -0.12; N -0.54; H 0.27; H 0.27; H 0.28; H 0.45; H 0.26; H 0.22; H 0.47; H 0.51; O -1.02; H 0.47; H 0.45; O -1.00; H 0.45; H 0.49; O -1.01; H 0.44; H 0.45; O -1.06



Entry 4:
# C2H14N2O4

A 5-piece molecular cluster, C2H14N2O4 overall (ωB97M-V/def2-TZVPD, OMol25).

Calculated values
HOMO-LUMO gap ... 9.7 eV
SMILES ... C/N=C\N.O.O.O.O

```
! RIJCOSX wB97M-V def2-TZVPD def2/J DEFGRID3
* xyz 0 1
C -1.86 -0.84 -1.64
N -0.63 -0.52 -0.96
C -0.41 -0.22 0.25
N -1.36 -0.18 1.24
H -1.93 -0.01 -2.39
H -2.87 -0.94 -1.30
H -1.78 -1.76 -2.22
H 0.57 0.15 0.82
H -2.30 -0.46 1.03
H -1.10 -0.05 2.13
O -1.65 2.78 0.69
H -0.79 2.98 0.31
H -1.71 1.87 0.62
O 1.72 2.16 1.18
H 2.14 1.56 0.55
H 1.47 2.76 0.53
O 2.26 -0.69 0.95
H 2.35 -1.33 0.23
H 3.02 -0.48 1.47
O 1.94 -2.47 -1.08
H 1.01 -2.65 -0.89
H 1.91 -1.63 -1.53
*
```

Per-atom natural (NBO) charges, elementary charge units: C -0.46; N -0.58; C 0.25; N -0.84; H 0.21; H 0.18; H 0.20; H 0.25; H 0.38; H 0.39; O -0.93; H 0.46; H 0.47; O -0.92; H 0.47; H 0.45; O -1.00; H 0.51; H 0.49; O -0.94; H 0.49; H 0.48



Entry 5:
# C2H14N3O3

A 4-piece molecular cluster, C2H14N3O3 overall (ωB97M-V/def2-TZVPD, OMol25).

Calculated values
HOMO-LUMO gap (spin up / spin down) ... 2.8 / 8.2 eV

```
! RIJCOSX wB97M-V def2-TZVPD def2/J DEFGRID3
* xyz 0 2
C -1.26 -1.07 2.42
N -0.48 -1.11 1.17
C -0.87 -1.72 -0.03
N -0.28 -1.24 -1.17
N -1.84 -2.76 0.01
H -0.63 -0.32 2.94
H -1.22 -1.96 3.05
H -2.40 -0.95 2.23
H 0.04 -0.20 0.98
H 0.31 -0.40 -1.18
H -0.59 -1.35 -2.11
H -1.95 -3.49 -0.66
H -2.10 -3.23 0.85
H 2.20 4.66 -0.12
H 1.84 4.49 -1.51
O 2.32 4.02 -0.82
H -0.80 2.12 0.24
H 0.50 1.59 -0.20
O -0.38 1.34 0.17
H 2.41 1.37 -2.08
H 2.35 0.93 -0.56
O 1.94 0.80 -1.39
*
```

Per-atom natural (NBO) charges, elementary charge units: C -0.44; N -0.67; C 0.38; N -0.87; N -0.88; H 0.21; H 0.18; H 0.17; H 0.41; H 0.41; H 0.38; H 0.36; H 0.37; H 0.47; H 0.47; O -0.94; H 0.47; H 0.48; O -0.95; H 0.50; H 0.47; O -0.97



Entry 6:
# C2H14N4O5

A 5-piece molecular cluster, C2H14N4O5 overall (ωB97M-V/def2-TZVPD, OMol25).

Calculated values
HOMO-LUMO gap ... 10.3 eV
SMILES ... NC(N)=O.NC(N)=O.O.O.O

```
! RIJCOSX wB97M-V def2-TZVPD def2/J DEFGRID3
* xyz 0 1
N 17.25 38.88 8.18
C 18.18 39.82 8.05
N 17.75 40.75 7.18
O 19.25 39.76 8.56
H 17.23 38.05 8.75
H 16.41 38.93 7.61
H 18.29 41.55 6.90
H 16.87 40.43 6.78
N 18.94 37.98 5.41
C 18.24 36.87 5.19
N 18.71 35.87 5.90
O 17.31 36.66 4.43
H 19.85 38.00 5.85
H 18.68 38.76 4.83
H 18.52 35.10 5.28
H 19.49 35.94 6.54
O 20.23 37.25 8.09
H 20.93 37.25 7.44
H 20.39 38.05 8.60
O 17.29 32.69 6.93
H 17.02 32.79 7.85
H 16.55 32.26 6.51
O 17.68 36.24 8.76
H 18.37 36.90 8.71
H 17.93 35.59 8.10
*
```

Per-atom natural (NBO) charges, elementary charge units: N -0.84; C 0.78; N -0.84; O -0.70; H 0.43; H 0.37; H 0.41; H 0.38; N -0.84; C 0.76; N -0.86; O -0.67; H 0.39; H 0.39; H 0.42; H 0.40; O -0.97; H 0.46; H 0.52; O -0.94; H 0.47; H 0.47; O -0.96; H 0.48; H 0.49



Entry 7:
# C2H14NO3

A 4-piece molecular cluster, C2H14NO3 overall (ωB97M-V/def2-TZVPD, OMol25).

Calculated values
HOMO-LUMO gap ... 12.0 eV

```
! RIJCOSX wB97M-V def2-TZVPD def2/J DEFGRID3
* xyz 1 1
C 1.36 0.97 0.53
C 0.03 0.34 0.39
N 0.02 -0.51 -0.87
H 2.10 0.28 0.42
H 1.47 1.97 -0.11
H 1.48 1.37 1.52
H -0.17 -0.47 1.20
H -0.87 1.00 0.43
H -0.88 -0.82 -1.22
H 0.64 -1.42 -0.55
H 0.67 -0.05 -1.68
H -2.14 -0.40 2.70
H -2.31 1.02 2.28
O -2.11 0.18 1.93
H 1.07 1.56 -3.16
H 0.18 2.73 -2.85
O 0.49 1.95 -2.52
H 0.62 -3.61 0.36
H -0.41 -2.55 1.14
O 0.38 -2.74 0.60
*
```

Per-atom natural (NBO) charges, elementary charge units: C -0.66; C -0.20; N -0.75; H 0.21; H 0.25; H 0.25; H 0.21; H 0.25; H 0.44; H 0.48; H 0.46; H 0.48; H 0.48; O -0.96; H 0.48; H 0.49; O -0.96; H 0.52; H 0.51; O -0.98



Entry 8:
# C2H14NO3

A 4-piece molecular cluster, C2H14NO3 overall (ωB97M-V/def2-TZVPD, OMol25).

Calculated values
HOMO-LUMO gap ... 11.6 eV

```
! RIJCOSX wB97M-V def2-TZVPD def2/J DEFGRID3
* xyz 1 1
C -1.29 0.76 2.65
C -0.11 0.75 1.66
N -0.37 1.79 0.53
H -1.47 -0.12 3.14
H -2.27 0.99 2.06
H -0.82 1.56 3.32
H 0.09 -0.30 1.15
H 0.82 1.31 2.12
H -0.83 2.71 0.88
H 0.51 2.22 0.08
H -0.86 1.20 -0.24
H 1.75 -0.51 -2.89
H 2.18 -0.96 -1.55
O 1.41 -0.38 -1.90
H -1.57 0.30 -1.99
H -0.30 -0.39 -1.41
O -1.08 0.08 -1.19
H 1.13 -3.38 -2.76
H 1.80 -4.24 -1.80
O 1.27 -3.43 -1.84
*
```

Per-atom natural (NBO) charges, elementary charge units: C -0.64; C -0.21; N -0.76; H 0.25; H 0.23; H 0.23; H 0.24; H 0.22; H 0.43; H 0.43; H 0.47; H 0.50; H 0.51; O -0.98; H 0.51; H 0.52; O -0.94; H 0.46; H 0.48; O -0.94



Entry 9:
# C2H14NO5

A 5-piece molecular cluster, C2H14NO5 overall (ωB97M-V/def2-TZVPD, OMol25).

Calculated values
HOMO-LUMO gap ... 8.6 eV

```
! RIJCOSX wB97M-V def2-TZVPD def2/J DEFGRID3
* xyz -1 1
C -2.06 1.51 0.73
N -1.65 0.55 1.73
C -1.42 -0.87 1.22
O -0.35 -1.10 0.41
H -2.53 2.39 1.22
H -2.74 1.09 -0.05
H -1.36 1.96 0.01
H -0.67 0.81 1.90
H -2.40 -1.16 0.77
H -1.33 -1.39 2.18
H -2.86 -1.42 -1.44
H -1.27 -1.22 -1.15
O -1.99 -1.18 -1.83
H 2.42 0.67 -0.25
H 2.16 -0.56 0.70
O 2.85 0.01 0.34
H 5.05 -0.06 -1.65
H 3.99 -0.63 -0.65
O 4.96 -0.65 -0.91
H 0.46 0.49 -1.91
H 0.11 0.04 -0.38
O 0.64 0.71 -0.98
*
```

Per-atom natural (NBO) charges, elementary charge units: C -0.44; N -0.67; C 0.12; O -0.93; H 0.16; H 0.19; H 0.19; H 0.34; H 0.09; H 0.12; H 0.46; H 0.51; O -1.01; H 0.52; H 0.50; O -0.99; H 0.45; H 0.50; O -1.00; H 0.46; H 0.50; O -1.07



Entry 10:
# C2H14NO5

A 5-piece molecular cluster, C2H14NO5 overall (ωB97M-V/def2-TZVPD, OMol25).

Calculated values
HOMO-LUMO gap ... 11.1 eV

```
! RIJCOSX wB97M-V def2-TZVPD def2/J DEFGRID3
* xyz 1 1
O -2.40 -0.27 -3.00
C -2.51 -0.16 -1.81
C -1.93 1.10 -1.16
N -0.86 1.66 -2.02
H -3.04 -0.82 -1.11
H -2.79 1.77 -1.15
H -1.46 0.98 -0.19
H -0.49 2.49 -1.57
H -0.07 1.00 -2.08
H -1.16 1.89 -2.97
H 3.67 -3.24 -0.23
H 2.32 -3.60 -0.80
O 2.72 -3.15 -0.08
H 0.46 0.92 2.95
H -0.34 2.18 2.58
O 0.33 1.58 2.26
H 2.70 -0.45 2.73
H 1.89 -1.10 3.88
O 1.83 -0.49 3.14
H 0.75 -1.30 -0.15
H 0.39 -0.26 0.77
O -0.01 -0.73 0.01
*
```

Per-atom natural (NBO) charges, elementary charge units: O -0.50; C 0.44; C -0.34; N -0.66; H 0.17; H 0.24; H 0.27; H 0.44; H 0.46; H 0.46; H 0.48; H 0.47; O -0.95; H 0.51; H 0.47; O -0.98; H 0.49; H 0.49; O -0.97; H 0.49; H 0.50; O -0.99



We obtain DFT total energy values of -514.89546 -419.79414 -494.77856 -495.00656 -474.44375 -679.86473 -364.78729 -364.78606 -515.58151 -515.30244 hartree for the records listed above, in that order.